1) Here is an isolated ion of composition C6H12N and charge +1 from the Open Molecules 2025 dataset. Energies are from ωB97M-V with the def2-TZVPD basis set.

Last columns: bonded neighbours and bond lengths (Å).
Geometry (Å):
1 N 0.85632 0.00652 0.93674  C4 1.819, C5 1.483, C6 1.403, H8 1.005
2 C 0.21021 0.59266 -1.17865  C4 1.544, C5 1.525, H10 1.004, H15 1.192
3 C -1.12654 -1.47228 -0.19066  C4 1.522, H11 1.208, H14 1.127, H17 1.178
4 C -0.66080 -0.02920 -0.06543  N1 1.819, C2 1.544, C3 1.522, C7 1.528
5 C 1.40972 0.71292 -0.24411  N1 1.483, C2 1.525, C6 1.448, H18 1.125
6 C 1.91599 -0.56326 0.21552  N1 1.403, C5 1.448, H12 1.092, H13 1.159
7 C -1.56321 1.01973 0.58375  C4 1.528, H9 1.131, H16 1.164, H19 1.187
8 H 1.10748 0.27821 1.87138  N1 1.005
9 H -1.93464 0.51492 1.52488  C7 1.131
10 H 0.32092 -0.03967 -1.95101  C2 1.004
11 H -0.24712 -2.16420 -0.64478  C3 1.208
12 H 2.81488 -0.57011 0.83495  C6 1.092
13 H 1.80517 -1.49034 -0.47172  C6 1.159
14 H -2.01605 -1.43452 -0.88088  C3 1.127
15 H -0.08689 1.65262 -1.63513  C2 1.192
16 H -2.32910 1.34244 -0.23110  C7 1.164
17 H -1.60250 -1.94034 0.77957  C3 1.178
18 H 1.92753 1.70606 -0.13912  C5 1.125
19 H -0.80137 1.87787 0.88581  C7 1.187

Results
Frontier orbital gap ... 0.4627 hartree
SMILES ... CC1(C)C[C@@H]2C[N@@H+]21
2S+1 ... 1
E_LUMO ... -3.1 eV
HOMO energy ... -15.73 eV
Charge ... +1

And the Löwdin charges, in e, turn out to be: number 1, N, carries 0.07; number 2, C, carries -0.07; number 3, C, carries -0.03; number 4, C, carries -0.35; number 5, C, carries -0.19; number 6, C, carries -0.08; number 7, C, carries -0.03; number 8, H, carries 0.18; number 9, H, carries 0.10; number 10, H, carries 0.07; number 11, H, carries 0.13; number 12, H, carries 0.14; number 13, H, carries 0.17; number 14, H, carries 0.11; number 15, H, carries 0.18; number 16, H, carries 0.14; number 17, H, carries 0.13; number 18, H, carries 0.18; number 19, H, carries 0.13

***

2) Here is an isolated ion of composition C6H12N and charge +1 from the Open Molecules 2025 dataset. Energies are from ωB97M-V with the def2-TZVPD basis set.

Last columns: bonded neighbours and bond lengths (Å).
Geometry (Å):
1 N -1.11228 1.16957 -2.39681  C7 1.535, H10 1.126, H14 1.025, H17 0.966
2 C 0.59152 0.86521 -0.48124  C4 1.478, C7 1.575, H11 1.140, H12 1.139
3 C 0.82496 -2.26723 3.07575  C5 1.356, H13 1.063, H18 1.113
4 C -0.19929 -0.17195 0.21425  C2 1.478, C6 1.309, H8 1.219
5 C -0.05219 -1.86287 2.12465  C3 1.356, C6 1.494, H9 1.145
6 C 0.44025 -0.96208 1.03882  C4 1.309, C5 1.494, H19 1.157
7 C -0.13463 1.87551 -1.44733  N1 1.535, C2 1.575, H15 1.135, H16 1.176
8 H -1.41228 -0.13195 0.09957  C4 1.219
9 H -1.16444 -2.04114 1.91896  C5 1.145
10 H -0.74054 0.14684 -2.68799  N1 1.126
11 H 1.37779 0.34885 -1.12496  C2 1.140
12 H 1.18001 1.50552 0.25499  C2 1.139
13 H 1.87764 -2.19776 2.94730  C3 1.063
14 H -1.98965 0.91439 -1.93154  N1 1.025
15 H 0.62026 2.32796 -2.16476  C7 1.135
16 H -0.77954 2.75994 -1.01656  C7 1.176
17 H -1.39025 1.60343 -3.21336  N1 0.966
18 H 0.47126 -2.99549 3.83982  C3 1.113
19 H 1.59140 -0.88674 0.95042  C6 1.157

Results
Frontier orbital gap ... 0.3061 hartree
SMILES ... C=C/C=C/CC[NH3+]
2S+1 ... 1
E_LUMO ... -3.8 eV
HOMO energy ... -12.10 eV
Charge ... +1

And the Löwdin charges, in e, turn out to be: number 1, N, carries 0.15; number 2, C, carries -0.22; number 3, C, carries 0.03; number 4, C, carries -0.18; number 5, C, carries -0.16; number 6, C, carries -0.16; number 7, C, carries -0.13; number 8, H, carries 0.16; number 9, H, carries 0.13; number 10, H, carries 0.24; number 11, H, carries 0.14; number 12, H, carries 0.15; number 13, H, carries 0.05; number 14, H, carries 0.15; number 15, H, carries 0.14; number 16, H, carries 0.17; number 17, H, carries 0.12; number 18, H, carries 0.08; number 19, H, carries 0.15

***

3) Here is an isolated ion of composition C6H12N and charge +1 from the Open Molecules 2025 dataset. Energies are from ωB97M-V with the def2-TZVPD basis set.

Last columns: bonded neighbours and bond lengths (Å).
Geometry (Å):
1 N -0.15406 0.84069 0.26758  C3 1.814, C4 1.471, C6 1.432, C7 1.570
2 C 1.61917 -1.29779 -0.31876  C3 1.454, H8 1.125, H14 1.122, H15 1.101
3 C 0.30943 -0.91115 0.18170  N1 1.814, C2 1.454, C6 1.511, C7 1.589
4 C 0.93451 1.69606 -0.22936  N1 1.471, H12 1.089, H13 1.166, H16 1.082
5 C -2.31655 -0.31648 -0.28632  C7 1.453, H11 1.076, H17 1.062, H19 1.041
6 C 0.05397 -0.03258 1.38357  N1 1.432, C3 1.511, H9 1.124, H18 1.177
7 C -0.89968 -0.23593 -0.59771  N1 1.570, C3 1.589, C5 1.453, H10 1.095
8 H 1.67737 -1.48119 -1.42691  C2 1.125
9 H 0.98911 0.12371 1.98765  C6 1.124
10 H -0.77733 -0.25116 -1.68528  C7 1.095
11 H -2.70943 -1.31719 -0.32891  C5 1.076
12 H 1.16100 1.18096 -1.16115  C4 1.089
13 H 1.69812 1.81841 0.64279  C4 1.166
14 H 2.21605 -0.39954 -0.00757  C2 1.122
15 H 1.84452 -2.19744 0.27512  C2 1.101
16 H 0.54876 2.68286 -0.44718  C4 1.082
17 H -2.51139 -0.01566 0.71312  C5 1.062
18 H -0.92844 -0.22692 2.00144  C6 1.177
19 H -2.75512 0.34032 -0.96383  C5 1.041

Results
Frontier orbital gap ... 0.3859 hartree
SMILES ... C[C@@H]1[C@]2(C)C[N@+]12C
2S+1 ... 1
E_LUMO ... -4.2 eV
HOMO energy ... -14.68 eV
Charge ... +1

And the Löwdin charges, in e, turn out to be: number 1, N, carries -0.07; number 2, C, carries -0.01; number 3, C, carries -0.09; number 4, C, carries 0.00; number 5, C, carries -0.02; number 6, C, carries -0.09; number 7, C, carries -0.17; number 8, H, carries 0.13; number 9, H, carries 0.15; number 10, H, carries 0.16; number 11, H, carries 0.11; number 12, H, carries 0.10; number 13, H, carries 0.15; number 14, H, carries 0.11; number 15, H, carries 0.12; number 16, H, carries 0.10; number 17, H, carries 0.08; number 18, H, carries 0.17; number 19, H, carries 0.09

***

4) Here is an isolated ion of composition C6H12N and charge +1 from the Open Molecules 2025 dataset. Energies are from ωB97M-V with the def2-TZVPD basis set.

Last columns: bonded neighbours and bond lengths (Å).
Geometry (Å):
1 N -0.88324 0.15080 -0.07269  C4 1.435, C6 1.440, C7 1.488
2 C 2.73330 -0.38732 0.15806  C3 1.501, H8 1.066, H12 1.076, H19 1.102
3 C 1.28104 -0.02158 0.25790  C2 1.501, C5 1.321, C7 1.458
4 C -1.83611 1.21328 0.07886  N1 1.435, H11 1.145, H16 1.148, H17 1.034
5 C 0.52329 -0.16372 1.33090  C3 1.321, H13 1.068
6 C -1.46695 -1.14406 -0.31257  N1 1.440, H10 1.200, H14 1.084, H18 1.097
7 C 0.38580 0.50502 -0.76471  N1 1.488, C3 1.458, H9 1.112, H15 1.077
8 H 2.90462 -0.70100 -0.84596  C2 1.066
9 H 0.34698 1.56971 -1.08418  C7 1.112
10 H -1.45912 -1.50660 -1.45666  C6 1.200
11 H -2.47448 1.02921 1.01184  C4 1.145
12 H 3.42470 0.41028 0.36874  C2 1.076
13 H 0.14358 -0.34377 2.31292  C5 1.068
14 H -0.92322 -1.87960 0.26863  C6 1.084
15 H 0.49670 0.02849 -1.72368  C7 1.077
16 H -1.35159 2.21370 0.36499  C4 1.148
17 H -2.43848 1.36105 -0.74813  C4 1.034
18 H -2.53002 -1.25436 -0.06606  C6 1.097
19 H 3.12321 -1.07955 0.92180  C2 1.102

Results
Frontier orbital gap ... 0.3760 hartree
2S+1 ... 1
E_LUMO ... -4.6 eV
HOMO energy ... -14.81 eV
Charge ... +1

And the Löwdin charges, in e, turn out to be: number 1, N, carries -0.26; number 2, C, carries 0.00; number 3, C, carries -0.27; number 4, C, carries -0.05; number 5, C, carries 0.32; number 6, C, carries -0.05; number 7, C, carries -0.10; number 8, H, carries 0.08; number 9, H, carries 0.16; number 10, H, carries 0.16; number 11, H, carries 0.13; number 12, H, carries 0.09; number 13, H, carries 0.12; number 14, H, carries 0.09; number 15, H, carries 0.13; number 16, H, carries 0.13; number 17, H, carries 0.08; number 18, H, carries 0.10; number 19, H, carries 0.11

***

The most stable structure shown above is 2); the least stable is 4).